[1]
Below is a structure of composition C23H21Cl2CrF3N4O, with properties calculated with ωB97M-V/def2-TZVPD.

```
55
Properties=species:S:1:pos:R:3:mulliken_spin:R:1
Cr 0.6661 -1.3226 -0.6939 4.06
Cl 3.0172 -2.2155 -4.9659 0.00
Cl 3.7540 -7.1030 -2.9770 0.00
F -0.9914 7.9264 -2.0315 0.00
F -2.8939 7.5920 -1.0690 0.00
F -2.7398 7.3880 -3.2531 0.00
O 1.4730 -1.6817 -2.4086 -0.04
N 1.3249 -3.3647 -0.3696 -0.09
N 0.1939 0.2909 3.4048 0.00
N -1.5917 -0.0870 1.9629 0.00
N 0.4844 -0.9880 1.4701 -0.08
C -0.2973 0.5427 -1.2195 -0.64
C 1.6694 -5.4853 0.6164 0.00
C -2.1943 1.2318 2.2019 0.00
C -0.6820 0.3067 4.5562 0.00
C -1.1009 5.2992 -0.8234 -0.01
C 1.1687 -4.2046 0.6271 0.05
C -2.3449 -0.8954 1.0979 0.07
C 2.3164 -5.9217 -0.4815 0.01
C 2.4884 -5.0888 -1.6054 0.02
C 2.7384 -3.2261 -3.6221 0.01
C -1.1210 3.0380 -1.6675 0.02
C 2.0619 -2.8130 -2.5277 -0.03
C -0.7611 3.9763 -0.6812 0.01
C -2.0932 7.1508 -2.0834 0.00
C -2.1964 4.7837 -2.9194 0.00
C -0.2813 -0.3418 2.2383 0.04
C -1.9306 3.4346 -2.7684 0.01
C 1.9433 -3.8214 -1.4998 0.06
C 3.1881 -4.5220 -3.8009 -0.01
C -0.7019 1.6606 -1.5002 0.53
C -1.7694 5.6883 -1.9655 0.01
C 3.1569 -5.4643 -2.7882 0.01
C 1.5997 0.2783 3.7195 0.00
H -2.2471 2.7166 -3.4880 0.00
H -3.3776 -1.0828 1.5441 0.00
H -0.2784 3.6663 0.2181 0.00
H -0.5351 -0.5977 5.1790 0.00
H 1.8901 -0.7287 4.1122 0.00
H 2.2122 0.4982 2.8493 0.00
H -2.6402 1.5399 1.2397 0.00
H -1.4087 1.8889 2.5763 0.00
H 1.4294 -1.1137 1.7644 0.00
H 3.6068 -4.7696 -4.7675 0.00
H -0.8330 6.0176 -0.0713 0.00
H -1.9222 -1.8598 0.9722 -0.01
H 2.7247 -6.9289 -0.4524 0.00
H -2.3713 -0.4435 0.1207 -0.01
H -0.3954 1.2204 5.1512 0.00
H -1.6635 0.4710 4.2344 0.00
H -2.7731 5.0998 -3.8048 0.00
H 0.6705 -3.7640 1.5269 0.00
H -3.0147 1.1522 2.9579 0.00
H 1.5855 -6.0744 1.4807 0.00
H 1.7875 1.0510 4.4847 0.00
```

Computed properties:
Spin multiplicity: 5
Frontier orbital gap (spin up / spin down): 7.2 / 7.4 eV
E_HOMO (spin up / spin down): -0.27733 / -0.28794 hartree
Electronic energy: -3447.7605 Eh
Energy above the lowest of the compared OMol25 structures with the same formula, charge and spin: 13.28 kcal/mol

---

[2]
Below is a structure of composition C3H2CuFO2, with properties calculated with ωB97M-V/def2-TZVPD.

```
9
Properties=species:S:1:pos:R:3:lowdin_charge:R:1
Cu -3.6204 1.2177 0.8208 0.62
F 1.9076 0.7060 0.8020 -0.01
O -0.3711 1.1681 -0.4512 -0.09
O -0.7528 -0.6903 0.6048 -0.14
C -1.2737 0.4860 0.1086 -0.29
C 1.2865 0.0124 -0.2300 -0.13
C 0.5005 -1.0751 0.1072 -0.17
H 0.4362 -1.8859 -0.6230 0.09
H 1.8872 0.0611 -1.1392 0.12
```

Computed properties:
Frontier orbital gap (spin up / spin down): 5.1 / 5.1 eV
E_HOMO (spin up / spin down): -0.26909 / -0.26905 hartree
Electronic energy: -2006.1278 Eh
Energy above the lowest of the compared OMol25 structures with the same formula, charge and spin: 61.52 kcal/mol

---

[3]
Below is the ion C5H8NOS with charge +1, with properties calculated with ωB97M-V/def2-TZVPD.

```
16
Properties=species:S:1:pos:R:3:lowdin_charge:R:1
S 5.7877 0.0867 0.9894 0.75
O 4.9413 -0.2807 -0.3925 -0.56
N 2.5497 -0.0044 -0.6584 0.25
C -0.0337 0.3016 -0.2538 -0.33
C 1.3579 0.1758 -0.6545 0.19
C -1.1038 -0.6010 -1.0011 0.00
C 3.7776 -0.2703 -0.9812 -0.20
C -0.0272 0.0544 1.2404 -0.02
H -0.9160 -1.6230 -1.0141 0.07
H -0.2282 1.4053 -0.5082 0.19
H -1.0380 0.2173 1.5160 0.09
H 0.6283 0.8253 1.6986 0.12
H -1.4415 -0.2883 -2.0272 0.11
H 0.3449 -0.8807 1.4623 0.08
H -1.9753 -0.5075 -0.3952 0.08
H 3.9490 -0.8606 -1.9278 0.19
```

Computed properties:
Frontier orbital gap: 6.1 eV
E_HOMO: -0.46769 hartree
Total charge: +1
Electronic energy: -723.0398 Eh
Energy above the lowest of the compared OMol25 structures with the same formula, charge and spin: 135.28 kcal/mol

---

[4]
Below is a structure of composition C41H52CrN5O2SSi2Te, with properties calculated with ωB97M-V/def2-TZVPD.

```
105
Properties=species:S:1:pos:R:3:mulliken_spin:R:1
Te 0.3422 0.5939 -3.7951 0.00
Cr 1.5603 -1.7815 0.7903 3.29
S -1.4679 3.4022 0.7792 0.00
Si 3.2727 1.9535 -5.0783 0.00
Si -2.9509 1.6654 -3.8901 0.00
O 0.2567 -1.0011 2.1646 -0.01
O 2.3620 -3.0857 -0.4844 -0.06
N -0.3163 -2.8074 0.4242 -0.04
N -4.0023 4.3659 1.0762 0.00
N 2.9361 -2.5800 2.2462 0.13
N -2.8740 3.7264 2.9682 0.00
N -1.2791 -2.5703 1.3365 0.01
C -3.6812 3.9713 5.2404 0.00
C 2.8754 -3.7989 2.9154 0.05
C -1.7381 0.2742 -4.4189 0.00
C 1.6066 1.0968 -5.5678 0.00
C -4.7564 1.1980 -4.3493 0.00
C -3.5781 -0.6997 5.2806 0.00
C 2.8691 -0.1391 0.7241 -0.14
C -2.2991 3.1952 -4.8770 0.00
C 4.3038 2.0017 -6.6139 0.00
C 3.9371 -0.3574 1.6186 -0.01
C -5.0898 4.5378 1.8408 0.00
C -0.8494 -1.6888 2.2323 -0.01
C -1.7183 -1.5176 3.3727 0.00
C -0.5985 -3.5784 -0.6496 0.03
C 3.9642 0.8115 -3.7784 0.00
C -3.8965 4.1144 3.7753 0.00
C 3.1531 -6.4359 3.9212 0.00
C 3.9931 -4.1230 3.7581 -0.05
C -3.0000 1.8685 -1.9841 0.00
C 2.7690 1.0129 0.0034 -0.08
C 1.8633 -4.7598 2.7356 0.03
C -2.2498 -0.1816 5.3196 0.00
C 3.8740 -1.6130 2.4285 0.39
C 4.8753 -3.0773 4.1209 0.35
C 4.0972 -5.4860 4.2235 0.08
C 4.8982 0.6648 1.6932 0.04
C 4.8430 -1.8418 3.4443 -0.15
C 1.9621 -6.0483 3.1621 0.08
C -5.0463 4.5537 3.2165 0.00
C 1.8050 -3.7762 -1.3961 0.00
C -1.4048 -0.4270 4.2487 0.00
C -2.9853 -2.1424 3.4555 0.00
C 0.4317 -3.9890 -1.5221 0.00
C 2.8150 3.6362 -4.3588 0.00
C 4.7383 1.8315 1.0099 -0.02
C -3.9489 -1.6300 4.3428 0.00
C 3.6356 2.0946 0.1825 0.07
C -2.0637 -3.9215 -0.8792 0.00
C -2.8999 3.8599 1.6212 0.00
C -6.3709 4.9174 1.1383 0.00
C 2.6974 -4.4820 -2.4153 0.00
H 5.8106 0.5095 2.3194 0.00
H 3.4145 0.9329 -2.8473 0.00
H 3.8692 -0.2074 -4.1559 0.00
H -2.7570 -3.1711 -0.5587 0.00
H -2.3117 -4.8650 -0.4144 0.00
H -6.5823 4.1769 0.3707 0.00
H -1.9899 -0.7739 -4.1027 0.00
H -4.9779 0.2176 -3.8595 0.00
H -1.8197 0.3883 6.1458 0.00
H -5.9388 4.7317 3.8267 0.00
H 2.4877 3.5122 -3.2879 0.00
H -3.9736 2.3095 -1.6672 0.00
H 5.5913 -3.2538 4.9450 0.03
H -1.6190 0.2619 -5.5191 0.00
H 4.4575 1.0459 -7.1153 0.00
H -6.2015 5.9087 0.6239 0.00
H -1.7109 3.8351 -4.2182 0.00
H 5.3431 2.4263 -6.3951 0.00
H 3.4958 3.1095 -0.2641 0.01
H -0.4956 0.1518 4.0672 0.01
H 0.9527 -4.4557 2.2618 -0.03
H 5.6409 -1.1544 3.7459 -0.02
H -7.2401 4.9780 1.7521 0.00
H -3.1369 3.8439 -5.1044 0.00
H -4.8947 1.0799 -5.4292 0.00
H -2.0569 3.2500 3.3104 0.00
H 1.1918 -6.7768 2.9182 0.02
H 0.1406 -4.7806 -2.1910 0.00
H -2.1849 -4.0331 -1.9514 0.00
H 4.9695 -5.8280 4.7582 0.00
H -5.5371 1.9818 -3.9613 0.00
H -4.2655 -0.3556 6.0581 0.00
H -4.1521 4.8763 5.7165 0.00
H 3.7457 -4.2896 -2.2181 0.00
H -1.6656 3.0295 -5.7220 0.00
H -2.1229 2.3317 -1.5753 0.00
H 1.7292 0.1264 -6.1071 0.00
H 1.9791 1.0800 -0.7627 -0.01
H -4.9987 -1.9495 4.2965 0.00
H 2.3823 -4.2634 -3.4433 0.00
H 3.6257 4.3769 -4.4336 0.00
H 5.4900 2.5955 1.1636 0.00
H -2.5962 3.9434 5.4428 0.00
H 3.8904 2.6613 -7.4045 0.00
H -4.2222 3.0304 5.6243 0.00
H 3.3442 -7.4785 4.2073 0.01
H -3.2383 -2.9518 2.7612 0.00
H 2.3907 -5.5711 -2.2406 0.00
H 5.0186 1.0026 -3.4840 0.00
H 1.9662 4.0532 -4.9328 0.00
H 0.9305 1.7376 -6.1826 0.00
H -2.8401 0.8563 -1.5190 0.00
```

Computed properties:
Spin multiplicity: 5
Frontier orbital gap (spin up / spin down): 3.2 / 6.0 eV
E_HOMO (spin up / spin down): -0.05905 / -0.16029 hartree
Total charge: -1
Electronic energy: -4307.4893 Eh
Energy above the lowest of the compared OMol25 structures with the same formula, charge and spin: 55.97 kcal/mol

---

[5]
Below is an isolated molecule of C3H5Cl2F, with properties calculated with ωB97M-V/def2-TZVPD.

```
11
Properties=species:S:1:pos:R:3:lowdin_charge:R:1
Cl -1.4120 -1.4815 0.6618 0.58
Cl 0.3918 2.1343 -0.7129 0.39
F 1.1313 -0.6907 1.4391 -0.05
C -0.0126 0.1636 -0.6288 -0.65
C -0.0755 -0.1491 0.8699 -0.56
C 0.9570 -0.6627 -1.4690 -0.09
H 0.5000 -1.5047 -1.8885 0.05
H -0.3557 0.7640 1.2716 0.06
H 1.7402 -0.6995 -0.7343 0.07
H -1.0772 0.4097 -0.9611 0.08
H 1.1398 0.0383 -2.4035 0.12
```

Computed properties:
Frontier orbital gap: 11.2 eV
E_HOMO: -0.39814 hartree
Structure (SMILES): C[C@H](Cl)[C@H](F)Cl
Electronic energy: -1137.5002 Eh
Energy above the lowest of the compared OMol25 structures with the same formula, charge and spin: 35.36 kcal/mol

---

[6]
Below is an isolated molecule of C3H7ClOS, with properties calculated with ωB97M-V/def2-TZVPD.

```
13
Properties=species:S:1:pos:R:3:lowdin_charge:R:1
Cl 0.4129 -0.1034 -2.5178 0.65
S 0.7100 -0.7121 2.4215 0.73
O -1.0931 -1.0909 -0.1067 -0.06
C -0.2584 0.8492 -1.2127 -0.57
C 0.9570 -0.2235 0.6867 -0.51
C -0.3954 0.0905 0.0665 -0.60
H 1.4150 -0.9480 0.0561 0.06
H 1.5745 0.6724 0.6753 0.07
H -1.1995 1.2999 -1.4750 0.08
H -1.0783 0.6616 0.7642 0.16
H 0.3463 1.7490 -1.0037 0.09
H -0.8074 -1.5005 -0.9354 0.06
H -0.5837 -0.7443 2.5810 -0.17
```

Computed properties:
Frontier orbital gap: 9.9 eV
E_HOMO: -0.33401 hartree
Structure (SMILES): O[C@@H](CS)CCl
Electronic energy: -1052.1054 Eh
Energy above the lowest of the compared OMol25 structures with the same formula, charge and spin: 12.21 kcal/mol

---

[7]
Below is a structure of composition C2H2F2OS, with properties calculated with ωB97M-V/def2-TZVPD.

```
8
Properties=species:S:1:pos:R:3:lowdin_charge:R:1
S 0.6911 0.7805 -1.7012 0.53
F 0.6086 -1.6523 0.1749 0.06
F 1.0797 0.1790 1.2023 0.15
O -1.9618 -1.0153 0.4504 0.12
C 0.3225 -0.3077 0.3043 -0.55
C -1.2239 -0.0832 0.3977 -0.21
H -1.4827 0.9065 0.5492 0.10
H 1.9665 1.1924 -1.3777 -0.19
```

Computed properties:
Frontier orbital gap: 9.1 eV
E_HOMO: -0.36339 hartree
Electronic energy: -750.4899 Eh
Energy above the lowest of the compared OMol25 structures with the same formula, charge and spin: 41.27 kcal/mol

---

[8]
Below is an isolated molecule of C6H12O, with properties calculated with ωB97M-V/def2-TZVPD.

```
19
Properties=species:S:1:pos:R:3:lowdin_charge:R:1
O 1.1315 -1.6639 -0.1101 -0.02
C 1.7774 -0.0366 0.7760 0.02
C -1.2663 1.1886 0.4294 -0.06
C 2.2209 0.9097 -0.2799 -0.14
C -1.7895 -1.0890 -0.5270 -0.07
C 0.4136 -0.6255 0.6089 -0.40
C -0.6956 -0.0520 -0.2623 -0.41
H 2.2664 1.8671 0.2647 0.09
H -1.3878 -1.9677 -1.0409 0.08
H -2.2506 -1.4235 0.4114 0.08
H -0.2674 0.2418 -1.2275 0.13
H -1.6906 0.9288 1.4081 0.09
H -2.0668 1.6372 -0.1686 0.08
H 1.8537 -1.9326 0.4938 0.10
H -2.5830 -0.6606 -1.1507 0.08
H -0.0217 -1.0220 1.5380 0.14
H 3.2539 0.7002 -0.5787 0.07
H 1.5990 1.0469 -1.1747 0.07
H -0.4970 1.9530 0.5902 0.08
```

Computed properties:
Frontier orbital gap: 9.0 eV
E_HOMO: -0.30245 hartree
Electronic energy: -310.9133 Eh
Energy above the lowest of the compared OMol25 structures with the same formula, charge and spin: 91.60 kcal/mol

---

Short version: max |F| = 3.2 3.1 7.1 3.6 4.8 2.2 4.7 0.3 eV Å⁻¹, in the order given.